#a
The following is a DFT calculation (ωB97M-V with the def2-TZVPD basis set) of the ion C5H10N2 with charge +2.

Output
total charge	+2
orbital gap (spin up / spin down)	8.3 / 7.1	eV
LUMO level (spin up / spin down)	-10.15 / -11.28	eV

Cartesian coordinates (Å):
C -1.01 -0.99 0.98
C -0.43 1.01 -0.07
C 1.87 0.15 -0.07
C 3.15 -0.37 -0.14
C -2.68 0.20 -0.24
N 0.90 0.94 -0.18
N -1.29 0.00 0.23
H 0.01 -1.16 1.44
H -0.90 1.83 -0.65
H -1.81 -1.71 0.98
H 3.38 -1.39 -0.45
H 3.68 -0.16 0.87
H 3.73 0.22 -0.91
H -3.35 0.21 0.63
H -3.12 -0.53 -1.03
H -2.80 1.14 -0.78
H 1.18 1.97 -0.32

Atom charges from the Mulliken analysis, given in e for atoms 1 to 8: -0.13, 0.05, 0.57, -0.96, -0.84, -0.16, 0.08, 0.24


#b
The following is a DFT calculation (ωB97M-V with the def2-TZVPD basis set) of a cluster of 2 separate species, C5H10N2 in total.

Output
total charge	+2
orbital gap	10.4	eV
LUMO level	-9.54	eV

Cartesian coordinates (Å):
C -0.13 -0.44 0.69
C -3.20 0.52 0.49
C 2.42 -0.11 0.12
C 2.80 -0.41 -1.26
C -4.14 -0.22 -0.12
N 3.23 0.31 1.01
N 1.04 -0.31 0.51
H -2.86 1.27 -0.39
H -5.32 -0.13 0.24
H 2.13 -1.20 -1.78
H 3.84 -0.63 -1.37
H 2.56 0.46 -1.96
H -3.42 1.15 1.31
H -2.16 -0.02 0.62
H -3.91 -0.87 -1.02
H 4.22 0.33 0.84
H 2.91 0.30 2.06

Atom charges from the Mulliken analysis, given in e for atoms 1 to 8: -0.18, -0.21, 0.67, -1.10, -0.11, -0.23, 0.02, 0.36


Which is most stable, and by how much? #b, by 0.0750 hartree.


#a
The following is a DFT calculation (ωB97M-V with the def2-TZVPD basis set) of a cluster of 4 separate species, H9O4 in total.

Output
total charge	+1
orbital gap	11.2	eV
LUMO level	-3.66	eV

Cartesian coordinates (Å):
O 1.87 -1.48 -1.94
H 2.76 -1.32 -1.87
H 1.64 -1.53 -2.83
O -1.18 0.40 -0.33
H -0.61 1.06 -0.73
H -1.77 0.68 0.37
O -1.53 2.32 2.30
H -1.60 2.59 3.23
H -1.84 3.08 1.78
O 0.55 -1.60 0.08
H -0.38 -1.20 0.03
H 1.21 -1.40 0.79
H 0.86 -1.60 -0.89

Atom charges from the Mulliken analysis, given in e for atoms 1 to 8: -0.57, 0.29, 0.31, -0.68, 0.34, 0.34, -0.64, 0.32


#b
The following is a DFT calculation (ωB97M-V with the def2-TZVPD basis set) of a cluster of 4 separate species, H9O4 in total.

Output
total charge	+1
orbital gap	12.5	eV
LUMO level	-3.61	eV

Cartesian coordinates (Å):
O 0.58 0.68 -1.00
H 0.27 -0.29 -0.82
H 1.54 0.54 -0.85
H 0.39 1.25 -0.19
O -1.77 -0.41 -0.41
H -2.52 -0.25 -1.00
H -2.17 -1.10 0.13
O 0.29 1.75 1.36
H -0.30 1.47 2.07
H 0.80 2.52 1.62
O 1.03 -1.82 -0.56
H 1.25 -1.65 0.36
H 0.60 -2.67 -0.70

Atom charges from the Mulliken analysis, given in e for atoms 1 to 8: -0.42, 0.51, 0.44, 0.48, -0.62, 0.31, 0.32, -0.64


Which is most stable, and by how much? #b, by 0.0163 hartree.


#a
The following is a DFT calculation (ωB97M-V with the def2-TZVPD basis set) of an isolated molecule of C2H6N4S2.

Output
orbital gap	8.8	eV
LUMO level	0.61	eV
structure (SMILES)	NC(=S)N/N=C/NS

Cartesian coordinates (Å):
C 2.06 -0.14 -0.04
C -1.22 -1.22 0.18
H 4.12 -0.36 -0.18
H 3.28 -1.71 -0.71
H 1.06 -1.97 0.01
H -1.03 -2.25 0.52
H -3.10 -1.30 0.93
H -2.20 1.44 0.65
N 3.24 -0.89 -0.13
N 0.94 -0.95 -0.12
N -0.31 -0.41 -0.08
N -2.57 -0.85 0.20
S 2.01 1.47 0.16
S -3.03 0.79 -0.24

Atom charges from the Mulliken analysis, given in e for atoms 1 to 8: 0.25, -0.01, 0.24, 0.22, 0.30, 0.25, 0.28, 0.16


#b
The following is a DFT calculation (ωB97M-V with the def2-TZVPD basis set) of an isolated molecule of C2H6N4S2.

Output
orbital gap	8.1	eV
LUMO level	-0.23	eV
structure (SMILES)	NN(/C=N\S)/C=N\S

Cartesian coordinates (Å):
C 1.49 1.05 0.13
C -0.83 0.93 -0.02
H -0.91 -0.89 1.00
H 0.09 -1.74 -0.58
H 1.19 2.03 0.06
H 1.94 -1.41 -0.34
H -0.56 1.93 -0.09
H -4.00 -0.52 -0.76
N 0.13 -1.14 0.37
N 0.29 0.21 -0.21
N 2.73 0.62 0.41
N -2.09 0.72 -0.04
S 3.20 -0.93 -0.08
S -2.67 -0.87 0.14

Atom charges from the Mulliken analysis, given in e for atoms 1 to 8: 0.15, 0.14, 0.29, 0.34, 0.32, 0.19, 0.25, 0.19


Which is most stable, and by how much? #a, by 0.1829 hartree.